Formula: C23H25IrN4O2
Source: the Open Molecules 2025 dataset
Level of theory: ωB97M-V/def2-TZVPD

```
! RIJCOSX wB97M-V def2-TZVPD def2/J DEFGRID3
* xyz 2 5
Ir 0.333 -0.108 -1.502
C -2.528 -1.442 -2.868
O -1.772 -1.161 -1.668
C -2.356 -1.407 -0.452
C -3.692 -1.714 -0.293
C -4.178 -1.960 0.987
C -3.344 -1.916 2.103
C -2.008 -1.631 1.947
C -1.499 -1.361 0.668
N -0.162 -1.116 0.405
N 0.671 -1.353 1.352
C 1.969 -1.517 1.083
C 2.490 -1.762 -0.280
O 1.821 -1.496 -1.331
C 3.771 -2.344 -0.424
C 4.570 -2.512 0.660
C 4.164 -2.152 1.991
C 5.032 -2.308 3.064
C 4.623 -1.972 4.351
C 3.341 -1.488 4.567
C 2.458 -1.336 3.509
C 2.858 -1.659 2.208
H -3.382 -0.770 -2.943
H -2.855 -2.480 -2.856
H -1.846 -1.277 -3.696
H -4.359 -1.774 -1.139
H -5.227 -2.193 1.110
H -3.747 -2.110 3.086
H -1.337 -1.602 2.794
H 4.099 -2.589 -1.424
H 5.567 -2.918 0.528
H 6.028 -2.696 2.893
H 5.305 -2.093 5.182
H 3.025 -1.230 5.569
H 1.460 -0.961 3.686
C -2.020 1.871 -1.263
C -2.459 3.359 -1.265
N -1.349 4.211 -1.662
C -0.889 3.845 -2.992
C -0.378 2.379 -2.995
N -0.572 1.786 -1.627
C 0.214 2.606 -0.637
C -0.264 4.085 -0.708
H -2.573 1.286 -1.996
H -2.142 1.404 -0.285
H -2.797 3.663 -0.275
H -3.286 3.512 -1.957
H -0.094 4.527 -3.292
H -1.712 3.965 -3.696
H 0.684 2.314 -3.232
H -0.927 1.754 -3.699
H 1.272 2.514 -0.895
H 0.051 2.172 0.351
H 0.555 4.735 -1.013
H -0.608 4.418 0.271
*
```

Summary:
F_max ... 0.20 eV/A
Kohn-Sham gap (spin up / spin down) ... 6.62 / 5.20 eV
E_tot ... -37131.71622 eV

Löwdin atomic charge list, values in e, 2 entries: 1.448, -0.011